Entry one
Computed, not measured: 12 unconnected molecules or ions with the total composition C4H31NO12, with wB97M-V/def2-TZVPD.

Last columns: bonded neighbours and bond lengths (Å).
Element x y z (Å)
1 C -2.8829 -0.5953 0.4339  C2 1.567, H7 1.087, H8 1.074, H9 1.073
2 C -1.8171 0.4861 0.8224  C1 1.567, C3 1.501, H10 1.115, H11 1.094
3 C -0.4355 0.2181 0.3003  C2 1.501, N4 1.473, H12 1.080, H13 1.076
4 N 0.1787 -0.9560 0.9432  C3 1.473, C5 1.319, H14 1.050
5 C 1.4788 -0.9251 1.1614  N4 1.319, O6 1.245, H15 1.089
6 O 2.2602 0.0242 0.9661  C5 1.245
7 H -3.7148 -0.0502 -0.0046  C1 1.087
8 H -3.2597 -1.2018 1.2362  C1 1.074
9 H -2.3796 -1.2193 -0.2799  C1 1.073
10 H -1.9207 0.5911 1.9279  C2 1.115
11 H -2.1332 1.4853 0.5096  C2 1.094
12 H 0.1702 1.0988 0.4575  C3 1.080
13 H -0.3459 0.0715 -0.7624  C3 1.076
14 H -0.1634 -1.9381 0.8001  N4 1.050
15 H 1.9492 -1.8069 1.5939  C5 1.089
16 O -0.4329 -3.6466 0.2932  H17 1.018, H18 1.016
17 H -1.2088 -4.2809 0.4722  O16 1.018
18 H -0.5168 -3.5428 -0.7141  O16 1.016
19 O -1.2866 2.5362 -2.7523  H20 0.982, H21 1.009
20 H -0.4235 2.3770 -2.3114  O19 0.982
21 H -1.1038 3.3025 -3.3834  O19 1.009
22 O 2.4021 0.0169 -1.7614  H23 1.016, H24 0.992
23 H 2.8880 -0.7787 -2.1659  O22 1.016
24 H 2.7333 0.1902 -0.8429  O22 0.992
25 O 2.1712 1.7964 2.9353  H26 0.967, H27 0.989
26 H 2.1692 1.1331 2.2319  O25 0.967
27 H 2.7235 2.5226 2.5545  O25 0.989
28 O 1.9497 -0.9815 3.9188  H29 0.939, H30 0.974
29 H 1.3542 -1.3013 4.5712  O28 0.939
30 H 1.8377 -0.0300 3.7410  O28 0.974
31 O -0.3001 2.6003 3.5708  H32 0.977, H33 0.988
32 H 0.6568 2.4576 3.4360  O31 0.977
33 H -0.5557 3.0158 2.7117  O31 0.988
34 O 1.1223 0.3523 -4.2862  H35 0.969, H36 0.913
35 H 0.5865 0.0016 -3.5584  O34 0.969
36 H 2.0162 0.3132 -4.1051  O34 0.913
37 O -1.1440 -3.6442 -2.3397  H38 0.937, H39 0.931
38 H -1.2803 -4.4393 -2.8161  O37 0.937
39 H -0.7735 -3.0583 -2.9611  O37 0.931
40 O -1.6253 0.0938 -3.7292  H41 0.969, H42 1.014
41 H -1.0293 0.7685 -4.0870  O40 0.969
42 H -2.2879 0.6714 -3.2238  O40 1.014
43 O 1.3937 2.6044 -2.2400  H44 0.984, H45 0.973
44 H 1.2428 2.5026 -3.2073  O43 0.984
45 H 1.8909 1.8077 -1.9858  O43 0.973
46 O -0.7953 -0.5612 4.2052  H47 1.028, H48 0.986
47 H -0.6117 -0.4519 3.1999  O46 1.028
48 H -0.7468 0.3702 4.5239  O46 0.986

SMILES = CCCNC=O.O.O.O.O.O.O.O.O.O.O.O
Multiplicity = 1
Kohn-Sham gap = 10.15 eV
HOMO = -10.26 eV
Total charge = 0

Entry two
Computed, not measured: 11 unconnected molecules or ions with the total composition C4H31NO12, with wB97M-V/def2-TZVPD.

Last columns: bonded neighbours and bond lengths (Å).
Element x y z (Å)
1 C -1.0131 2.2753 0.3627  N2 1.461, H8 1.087, H9 1.092, H10 1.091
2 N -0.4767 1.0117 0.8637  C1 1.461, C3 1.478, H11 1.013
3 C 0.9922 0.9213 0.7248  N2 1.478, C4 1.545, C6 1.549, H12 1.085
4 C 1.5546 -0.0714 1.7661  C3 1.545, O5 1.432, H13 1.087, H14 1.088
5 O 2.5137 0.5773 2.6082  C4 1.432, H15 0.977
6 C 1.4395 0.5624 -0.7143  C3 1.549, O7 1.425, H16 1.094, H17 1.091
7 O 2.3828 1.5028 -1.2218  C6 1.425, H18 0.987
8 H -2.0993 2.2364 0.3812  C1 1.087
9 H -0.7268 2.5041 -0.6662  C1 1.092
10 H -0.6257 3.0803 0.9881  C1 1.091
11 H -0.8955 0.2374 0.3633  N2 1.013
12 H 1.3657 1.9133 0.9564  C3 1.085
13 H 2.0918 -0.8921 1.2974  C4 1.087
14 H 0.7433 -0.4634 2.3759  C4 1.088
15 H 2.0670 0.8995 3.4147  O5 0.977
16 H 0.5878 0.5429 -1.4009  C6 1.094
17 H 1.8495 -0.4463 -0.7891  C6 1.091
18 H 2.9777 1.8063 -0.4954  O7 0.987
19 O 3.8860 2.1497 0.9538  H20 0.969, H21 0.993
20 H 4.7979 1.8275 1.0117  O19 0.969
21 H 3.4109 1.6152 1.6422  O19 0.993
22 O -1.3054 0.5806 3.3976  H23 0.969, H24 0.972
23 H -1.3315 -0.3844 3.3135  O22 0.969
24 H -1.0627 0.8662 2.5010  O22 0.972
25 O 1.0017 1.5114 4.5815  H26 0.990, H27 0.968
26 H 0.1397 1.1274 4.2806  O25 0.990
27 H 0.8801 2.4717 4.6118  O25 0.968
28 O -2.2433 -3.6455 0.1226  H29 0.994, H30 0.952
29 H -2.8322 -2.9614 -0.2946  O28 0.994
30 H -2.7577 -4.4456 0.1531  O28 0.952
31 O 0.8424 2.9675 -2.8757  H32 0.963, H33 0.989
32 H 0.8536 3.8557 -2.5033  O31 0.963
33 H 1.4705 2.4732 -2.2932  O31 0.989
34 O -3.8479 -2.0043 -1.1828  H35 0.959, H36 0.993
35 H -4.1801 -1.2317 -0.7218  O34 0.959
36 H -3.2765 -1.6117 -1.8945  O34 0.993
37 O -1.3796 1.4665 -3.3398  H38 0.983, H39 0.966
38 H -0.5779 2.0093 -3.1716  O37 0.983
39 H -1.6013 1.6804 -4.2556  O37 0.966
40 O -0.4446 -2.9218 -1.8612  H41 0.978, H42 0.960
41 H -1.0979 -3.2571 -1.2147  O40 0.978
42 H 0.0945 -3.6795 -2.1006  O40 0.960
43 O 0.3739 -5.3350 -0.6298  H44 0.952, H45 0.968
44 H 1.1239 -5.4124 -0.0484  O43 0.952
45 H -0.3094 -4.8838 -0.1143  O43 0.968
46 O -2.1462 -1.1056 -2.9890  H47 0.974, H48 0.981
47 H -1.7988 -0.2082 -3.1363  O46 0.974
48 H -1.4106 -1.7123 -2.7574  O46 0.981

SMILES = CNC(CO)CO.O.O.O.O.O.O.O.O.O.O
Multiplicity = 1
Kohn-Sham gap = 9.96 eV
HOMO = -9.65 eV
Total charge = 0

Which structure is the most stable? The one labeled entry two.

Entry one
Computed, not measured: a gas-phase ion, C4H11N2O2 (charge -1), with wB97M-V/def2-TZVPD.

Last columns: bonded neighbours and bond lengths (Å).
Element x y z (Å)
1 O 1.8189 -1.7179 2.2945  C2 1.339
2 C 0.6356 -1.8290 1.6782  O1 1.339, N3 1.529, H9 1.109, H10 1.106
3 N 0.0181 -0.4618 1.3828  C2 1.529, C4 1.448, H11 1.012
4 C 0.7904 0.2395 0.3779  N3 1.448, C5 1.538, H12 1.090, H13 1.094
5 C 0.4225 -0.3096 -1.0113  C4 1.538, N6 1.497, H14 1.087, H15 1.085
6 N -0.2270 0.6817 -1.9265  C5 1.497, C7 1.424, H16 1.018
7 C -1.0188 1.7100 -1.3395  N6 1.424, O8 1.458, H17 1.094, H18 1.086
8 O -1.8088 1.2923 -0.1871  C7 1.458, H19 0.963
9 H 0.7844 -2.2890 0.6796  C2 1.109
10 H -0.0970 -2.3310 2.3377  C2 1.106
11 H 0.0260 -0.0057 2.2858  N3 1.012
12 H 0.5174 1.2907 0.4726  C4 1.090
13 H 1.8737 0.2211 0.5319  C4 1.094
14 H -0.3512 -1.0368 -0.7805  C5 1.087
15 H 1.2978 -0.6466 -1.5563  C5 1.085
16 H -0.8184 0.1613 -2.5717  N6 1.018
17 H -0.4552 2.5333 -0.8918  C7 1.094
18 H -1.7833 2.0363 -2.0390  C7 1.086
19 H -1.6252 0.4612 0.2626  O8 0.963

SMILES = [O-]CNCCNCO
Multiplicity = 1
Kohn-Sham gap = 6.19 eV
HOMO = -2.55 eV
Total charge = -1

Entry two
Computed, not measured: 2 unconnected molecules or ions with the total composition C4H11N2O2, with wB97M-V/def2-TZVPD.

Last columns: bonded neighbours and bond lengths (Å).
Element x y z (Å)
1 C 2.6346 0.4978 -0.9158  N2 1.526, H5 1.119, H6 1.091, H7 1.099
2 N 2.5433 -1.0181 -0.7645  C1 1.526, C3 1.515, H8 1.027
3 C 1.3371 -1.4167 0.0610  N2 1.515, O4 1.343, H9 1.165, H10 1.126
4 O 0.2222 -0.7194 -0.2126  C3 1.343
5 H 1.8516 1.0084 -1.5310  C1 1.119
6 H 3.6533 0.7140 -1.2422  C1 1.091
7 H 2.4811 0.8278 0.1212  C1 1.099
8 H 2.4080 -1.4662 -1.6787  N2 1.027
9 H 1.6771 -1.2703 1.1651  C3 1.165
10 H 1.2132 -2.5144 -0.1563  C3 1.126
11 O -2.1764 -0.9800 1.1408  C12 1.242
12 C -1.4115 -0.0411 0.8670  O11 1.242, C13 1.514, H15 1.102
13 C -1.8082 0.9371 -0.2190  C12 1.514, N14 1.462, H16 1.136, H17 1.125
14 N -1.6625 2.3092 0.2648  C13 1.462, H18 1.013, H19 1.020
15 H -0.5960 0.3188 1.5148  C12 1.102
16 H -1.0344 0.7037 -1.0174  C13 1.136
17 H -2.8151 0.7750 -0.6932  C13 1.125
18 H -1.9325 3.0413 -0.3814  N14 1.013
19 H -1.9500 2.5571 1.2118  N14 1.020

Multiplicity = 1
Kohn-Sham gap = 7.60 eV
HOMO = -3.53 eV
Total charge = -1

Which structure is the most stable? The one labeled entry one.